45
Properties=species:S:1:pos:R:3:nbo_charge:R:1 method="wB97M-V/def2-TZVPD" gap_ha=0.295 charge=-1
C 0.26042 -0.81941 2.50786 -0.622
C 1.49435 -0.36780 1.65662 -0.403
C 1.91769 1.12045 1.83904 -0.437
C 2.93358 1.50056 0.69779 -0.621
S 0.56258 2.34524 1.70678 2.168
O -0.10640 2.32422 0.36556 -0.982
O 1.24944 3.67258 1.86543 -0.977
N -0.46161 2.11808 3.02928 -1.158
S -1.85173 3.05092 2.90973 2.172
O -1.63415 4.45966 2.50860 -0.930
O -2.48011 3.03108 4.27581 -0.981
C -3.14697 2.23657 1.82863 -0.441
Br -3.31080 3.37836 0.20174 -0.005
C -2.73822 0.79086 1.49266 -0.467
C -3.91088 -0.10136 0.93997 -0.616
H -0.64814 -0.74836 1.88183 0.208
H 0.14304 -0.25823 3.45010 0.242
H 0.36910 -1.89419 2.77564 0.190
H 1.36220 -0.66096 0.58629 0.207
H 2.35375 -0.97988 2.01851 0.197
H 2.42151 1.25153 2.81146 0.238
H 3.44439 0.59928 0.30538 0.204
H 2.39610 1.97114 -0.15272 0.243
H 3.63168 2.25878 1.08989 0.224
H -4.11524 2.31044 2.35222 0.246
H -2.35466 0.32438 2.42549 0.236
H -1.91030 0.73168 0.76068 0.251
H -3.75859 -1.12934 1.32757 0.203
H -4.91995 0.29206 1.14940 0.205
H -3.76817 -0.17212 -0.16028 0.205
C 2.29887 -2.11270 -4.80653 -0.644
C 2.22296 -2.82987 -3.46962 -0.061
O 1.86103 -1.98481 -2.39470 -0.534
C 0.58635 -1.36855 -2.48786 -0.069
C -0.56383 -2.35989 -2.52987 -0.644
H 2.94019 -1.23251 -4.73347 0.215
H 2.70028 -2.77871 -5.57305 0.208
H 1.31543 -1.77518 -5.13950 0.204
H 3.20957 -3.22640 -3.22287 0.182
H 1.54523 -3.68914 -3.52390 0.156
H 0.55073 -0.68921 -3.34542 0.161
H 0.48140 -0.74658 -1.59777 0.204
H -0.55757 -2.94592 -3.45208 0.193
H -1.51885 -1.83535 -2.47450 0.221
H -0.49570 -3.06142 -1.69585 0.211



45
Properties=species:S:1:pos:R:3:mulliken_spin:R:1 method="wB97M-V/def2-TZVPD" s_squared=3.87 gap_ha="0.114 / 0.111" spin_multiplicity=4 charge=+3
C 1.68584 0.85533 1.54015 -0.064
C 0.24627 0.85030 2.09329 -0.011
H 1.87444 1.92033 1.72181 -0.001
H 1.58461 0.63235 0.45620 0.048
H 2.37156 0.15374 2.07092 0.000
O -0.24549 1.73701 2.80058 0.053
I -2.27136 -1.15829 -0.28771 0.170
Re 2.29122 -0.37071 -2.18968 1.684
P 1.92011 0.64352 -4.10714 -0.152
C 1.15684 2.14673 -4.56025 0.012
C 3.70069 0.87537 -2.70232 -0.046
H 1.92037 -1.90458 -3.82324 0.035
H 2.06390 -0.95183 -5.41792 0.013
H 0.43715 -1.05586 -4.57868 -0.027
C 1.53133 -1.04474 -4.44112 -0.003
H 4.39052 0.01872 -2.45578 0.031
H 4.01944 1.07803 -3.75830 -0.012
H 1.82775 2.34271 -5.43300 -0.004
H 1.23269 2.87833 -3.71462 0.004
H 3.86064 1.81784 -2.16794 0.039
H 0.12112 1.77617 -4.75034 -0.002
C 0.83631 0.79934 -1.63255 0.149
O -0.19765 1.45066 -1.45032 0.180
Cl 2.42909 -2.29102 -0.87712 0.106
C -0.16589 -2.54616 2.51190 0.003
N -1.37721 -1.70862 2.56002 -0.016
C -2.56348 -2.48848 2.89706 0.000
C -1.51216 -0.58272 1.65207 -0.040
N -0.24077 -0.18329 1.28953 0.035
N -2.37108 0.56187 1.99513 0.710
C -3.04825 0.76220 3.26650 -0.014
C -2.52308 1.70008 1.04968 0.000
H -0.39592 -3.53738 2.96370 0.001
H 0.66195 -2.11405 3.10619 -0.001
H 0.22940 -2.75171 1.49037 -0.003
H -2.99364 -2.07233 3.83377 0.000
H -3.27904 -2.31288 2.07015 -0.001
H -2.31539 -3.57581 2.95818 0.000
H 0.46708 -0.86578 0.89284 0.006
H -3.94549 1.38699 3.12801 0.016
H -3.22323 -0.23024 3.58907 0.008
H -2.38817 1.30628 3.91966 0.057
H -1.64845 2.41059 1.02299 0.026
H -2.77586 1.35456 0.01062 0.003
H -3.37870 2.28741 1.45764 0.008



49
Properties=species:S:1:pos:R:3:lowdin_charge:R:1 method="wB97M-V/def2-TZVPD" gap_ha="0.331 / 0.150" charge=0
C 1.29579 3.53768 -0.55561 -0.032
C 0.78818 2.37798 0.07538 -0.290
N 1.27552 1.18188 -0.28524 0.072
C 2.24134 1.06420 -1.21040 -0.308
C 2.83463 2.19618 -1.81190 -0.025
C 2.35557 3.44598 -1.44794 -0.063
C -0.28632 2.47742 1.19081 -0.274
P -0.74295 0.86228 1.92198 0.837
In 0.76870 -1.25353 1.42731 0.486
P 1.68868 -1.66818 -0.95958 0.795
C 2.75278 -0.31566 -1.62556 -0.253
O -3.26823 3.10871 -1.95962 -0.111
O -1.46666 0.06298 -2.96963 -0.124
H 0.88639 4.51226 -0.23197 0.122
H 3.63536 2.06581 -2.55884 0.124
H 2.77900 4.36668 -1.91614 0.126
C -0.63637 1.40068 3.68291 -0.255
C -2.54917 0.61674 1.63665 -0.228
H 2.79777 -0.39356 -2.73208 0.107
H 3.77723 -0.48435 -1.22988 0.105
H -1.22537 3.00644 0.92320 0.098
H 0.17397 3.07759 2.03807 0.103
C 2.54676 -3.22858 -1.01398 -0.245
C 0.36120 -1.87259 -2.12340 -0.261
H -2.24156 -0.31428 -2.50974 -0.057
H -1.60616 -0.12404 -3.92327 0.077
H -2.90522 2.35067 -1.46088 -0.004
H -2.41724 3.66086 -2.12680 0.083
H 2.15009 -0.64831 2.28250 -0.061
H -3.78535 -0.35019 -2.23241 0.194
H -1.37692 2.21050 3.85799 0.059
H -0.79963 0.55452 4.38124 0.061
H 0.38487 1.79786 3.84456 0.050
H -3.13503 1.28801 2.29309 0.058
H -2.78442 0.82458 0.57612 0.035
H -2.83725 -0.42795 1.85420 0.025
H 0.68119 -2.36195 -3.05287 0.065
H -0.44326 -2.46011 -1.66674 0.054
H -0.07239 -0.89102 -2.37238 0.010
H 2.60646 -3.57518 -2.04544 0.055
H 3.54108 -3.13487 -0.58377 0.053
H 1.97594 -3.93854 -0.41454 0.048
F 0.12500 -4.46143 1.55673 -0.473
Te -1.45260 -3.54115 2.07976 1.797
F -2.88139 -2.54340 2.82090 -0.461
F -0.24971 -2.51532 3.32649 -0.515
F -2.58534 -4.54793 0.89045 -0.468
F -1.62298 -4.77693 3.51807 -0.461
O -1.05197 -2.21944 0.84217 -0.728



49
Properties=species:S:1:pos:R:3:nbo_charge:R:1 method="wB97M-V/def2-TZVPD" gap_ha="0.083 / 0.089" relative_energy_ev=6.942 charge=0
C 1.97315 -2.04696 -1.19819 -0.270
C 0.74055 -1.44535 -1.46839 0.237
N 0.52948 -0.11537 -1.34967 -0.554
C 1.56725 0.64459 -0.93155 0.252
C 2.82239 0.09922 -0.64805 -0.248
C 3.03723 -1.25902 -0.80589 -0.149
C -0.39311 -2.29482 -2.03207 -0.779
P -1.78084 -2.58564 -0.87081 1.232
Y -2.02087 0.37369 -1.98718 1.904
P 1.77615 2.96193 0.67499 1.441
C 1.43812 2.15185 -0.91491 -0.796
O 1.37774 -1.32685 2.14382 -0.964
O 0.15149 3.04278 1.16509 -1.065
H 2.07868 -3.12870 -1.40486 0.224
H 3.64266 0.72834 -0.32578 0.238
H 4.04100 -1.66432 -0.66415 0.231
C -2.69045 -4.08402 -1.30561 -0.963
C -1.19812 -2.60970 0.81979 -1.001
H 2.14330 2.55577 -1.63929 0.255
H 0.43845 2.46237 -1.20254 0.253
H -0.03126 -3.24528 -2.28247 0.259
H -0.79509 -1.83777 -2.95668 0.276
C 1.94338 4.75783 0.54021 -0.997
C 2.53976 2.03365 2.02007 -1.030
H -0.09581 3.76540 1.64982 0.510
H -0.81350 2.46446 0.30090 0.584
H 1.08261 -1.51748 3.01252 0.484
H 2.12324 -1.96447 1.98898 0.472
H -2.70704 -1.52236 -1.15764 -0.110
H -0.40330 2.11006 6.35844 -0.820
H -2.40777 -4.94644 -0.68420 0.267
H -3.75869 -3.87788 -1.14678 0.278
H -2.54100 -4.36814 -2.35703 0.265
H -0.96363 -3.63464 1.12386 0.240
H -0.30771 -2.00143 1.05421 0.317
H -2.03201 -2.26119 1.44046 0.289
H 3.58755 2.35982 2.11106 0.246
H 2.11545 2.18781 3.01930 0.265
H 2.46332 0.94795 1.85003 0.279
H 2.88054 5.15406 0.10890 0.257
H 1.10169 5.15380 -0.06757 0.244
H 1.83889 5.15992 1.56212 0.255
F -1.41679 2.37752 -0.54344 -0.643
Te -4.34707 0.44397 0.58453 2.430
F -2.19904 -0.04818 0.37197 -0.783
F -1.90354 0.09832 -3.98700 -0.785
F -6.28626 0.59815 0.40246 -0.653
F -4.26629 -1.46666 0.89626 -0.650
O -4.07487 0.61940 -1.26806 -1.223



48
Properties=species:S:1:pos:R:3:lowdin_charge:R:1 method="wB97M-V/def2-TZVPD" gap_ha=0.137 relative_energy_ev=10.119 charge=-2
O -1.32009 0.60401 -2.34458 -0.474
V -0.63209 -0.41568 -1.30962 1.011
O 0.68305 0.34137 -0.77033 -0.484
C 0.53578 -4.23666 -2.93341 -1.011
O 0.01969 -4.09407 -1.78467 -0.063
O 0.13753 -5.20128 -3.57618 -0.004
O 0.38879 -3.17962 -3.59480 0.005
O -4.51139 0.23760 3.49001 0.078
C -4.41406 -0.46432 2.39338 -0.939
O -3.33959 -0.45741 1.71955 -0.099
O -5.38261 -1.18274 2.04914 -0.083
H -3.70814 0.60777 3.11669 0.064
C -4.40282 4.44599 -7.15919 -0.061
C -4.34861 3.09215 -7.85347 -0.480
C -3.28322 2.84967 -8.85349 -0.094
O -4.28871 2.01685 -6.82746 -0.051
H -3.45570 4.65200 -6.66057 0.083
H -5.21301 4.37122 -6.43384 0.082
H -4.60365 5.17756 -7.94186 0.075
H -5.15210 3.03044 -8.58743 0.124
H -3.17247 3.67860 -9.55257 0.078
H -3.57586 1.95504 -9.40313 0.080
H -2.29603 2.59470 -8.46806 0.084
H -3.81880 2.36354 -6.06548 0.080
C 1.09588 1.73008 5.01306 -0.065
C 0.61671 2.81878 5.88759 -0.532
C 0.06753 2.07593 7.14465 -0.061
O 1.60393 3.74938 6.22711 -0.044
H 0.37161 0.91579 4.99173 0.096
H 2.01441 1.35743 5.46643 0.090
H 1.29667 2.22245 4.06155 0.090
H -0.20043 3.38091 5.43550 0.133
H -1.00528 1.98679 6.97369 0.076
H 0.14334 2.66794 8.05673 0.064
H 0.46850 1.07047 7.27266 0.072
H 1.16883 4.35280 6.83388 0.081
C 4.45479 -3.25231 2.49059 -0.041
C 5.05861 -4.31620 1.59359 -0.581
C 6.33880 -4.87849 2.11063 -0.069
O 4.23939 -5.36274 1.46338 -0.044
H 5.20205 -2.48148 2.67905 0.076
H 3.96951 -3.60320 3.40134 0.085
H 3.62557 -2.83303 1.92077 0.082
H 5.12317 -4.12679 0.52211 0.146
H 6.62646 -5.78320 1.57505 0.076
H 6.43122 -5.15697 3.16040 0.080
H 7.11157 -4.15679 1.84590 0.075
H 3.33114 -5.16409 1.22416 0.112



68
Properties=species:S:1:pos:R:3:lowdin_charge:R:1 method="wB97M-V/def2-TZVPD" gap_ha=0.043 charge=0
C 2.74272 -2.93681 -0.80056 -0.068
C 1.47761 -2.56330 -0.68941 -0.246
C 1.05445 -1.25246 -1.31892 -0.347
Al -0.85737 -0.67153 -0.80989 0.291
C -1.64962 -2.06044 0.45783 -0.225
O -1.87929 -3.29688 -0.31390 -0.268
C -3.03203 -3.25969 -1.05930 -0.429
H 3.07547 -3.95395 -0.87912 0.060
H 3.47554 -2.11765 -0.86612 -0.234
H 0.78016 -3.16375 -0.13217 0.071
H 1.79561 -0.50959 -1.02641 0.037
H 1.20666 -1.41071 -2.39610 -0.028
H -1.68617 -0.61711 -2.19333 -0.156
H -0.90519 0.81686 -0.21304 -0.068
H -0.93317 -2.32731 1.21318 0.065
H -2.56859 -1.70185 0.90951 0.043
H -2.85846 -2.89669 -2.12450 0.052
H -3.43806 -4.32015 -1.12028 -0.272
H -3.76162 -2.59105 -0.61342 0.072
C -6.63637 -0.84174 -0.09742 0.012
N -6.10395 0.54355 -0.25440 -0.359
C -4.95541 0.50793 -1.19973 0.006
C -5.62001 1.03401 1.06672 0.034
C -7.14385 1.46629 -0.84502 -0.088
C -8.37387 1.69847 -0.02632 -0.245
O -9.06643 0.46868 0.20365 -0.056
H -5.79709 -1.51327 0.07228 0.089
H -7.28816 -0.87025 0.76391 0.104
H -7.16251 -1.12106 -1.00406 0.118
H -4.19259 -0.15127 -0.79286 0.077
H -4.56356 1.51449 -1.31063 0.121
H -5.31422 0.13321 -2.15473 0.117
H -6.43976 1.00401 1.77576 0.113
H -5.25728 2.05147 0.94868 0.124
H -4.81759 0.38211 1.40279 0.111
H -7.41356 1.02291 -1.80337 0.151
H -6.64911 2.42055 -1.01703 0.144
H -9.01322 2.37765 -0.58716 0.075
H -8.14673 2.16309 0.92712 0.100
H -9.85994 0.67074 0.70700 0.109
F -7.85109 4.27279 0.73228 -0.688
Mg 5.03940 -0.86237 -0.86478 0.703
F 7.99477 0.72130 0.57089 -0.284
P 8.19730 1.70090 1.91136 0.405
F 9.63091 0.89433 2.06539 -0.206
F 9.02453 2.68959 0.86367 -0.218
F 6.52136 1.54597 1.87491 -0.274
F 7.89156 3.18925 2.58873 -0.226
F 8.05385 1.14085 3.46937 -0.221
K -0.22119 -0.27322 -3.49545 0.794
Br -9.05051 5.01870 -0.35888 0.879
C 14.44779 -1.04715 2.05735 -0.681
F 15.25895 -1.04461 0.99823 0.124
F 14.53866 -2.25109 2.62103 0.128
F 14.92706 -0.14546 2.94027 0.075
S 12.72489 -0.63009 1.60131 0.453
O 12.36246 -1.66599 0.66978 -0.251
O 12.84299 0.68415 1.02664 -0.240
O 12.03229 -0.68182 2.86054 -0.237
Cs -3.51128 -5.40158 -2.49453 1.428
F -10.76061 3.79994 -2.06611 -0.292
Al -11.46044 3.35728 -3.55757 -0.199
F -11.81607 1.71288 -3.48510 -0.192
F -10.32280 3.64414 -4.76351 -0.190
F -12.84391 4.25972 -3.81154 -0.175
O 18.33438 1.74859 5.29417 -0.438
V 17.79714 0.47564 4.36303 1.217
O 17.99417 -0.98014 3.58928 -0.400



45
Properties=species:S:1:pos:R:3:nbo_charge:R:1 method="wB97M-V/def2-TZVPD" gap_ha=0.235 relative_energy_ev=1.611 charge=0
C 0.86611 -1.78319 3.55062 -0.255
O 0.21684 -3.02128 3.31036 -0.546
C 0.20585 -3.33329 1.91593 -0.058
C -1.15381 -2.87793 1.26904 -0.440
C -0.98533 -1.67475 0.27401 -0.407
C -1.74200 -1.86098 -1.08273 -0.396
C -2.24994 -0.54084 -1.73621 -0.417
C -1.18278 0.39033 -2.35159 -0.404
C -0.25298 1.05458 -1.29943 -0.419
C 0.28696 2.46555 -1.74840 -0.441
C 1.85162 2.47791 -1.73759 -0.459
S 2.37831 2.35498 0.03728 0.305
B 3.16754 0.66947 0.29584 0.889
N 2.85580 -0.11155 1.48255 -1.056
O 4.03099 0.25827 -0.73611 -0.887
H 0.73216 -1.10588 2.68144 0.178
H 0.44097 -1.29661 4.45023 0.195
H 1.95207 -1.92997 3.76819 0.148
H 0.36578 -4.42334 1.77518 0.186
H 1.07511 -2.84387 1.42039 0.151
H -1.84839 -2.57364 2.07710 0.232
H -1.60873 -3.72638 0.71605 0.204
H -1.23889 -0.70753 0.76070 0.224
H 0.10390 -1.59378 0.03420 0.170
H -2.64991 -2.46774 -0.86197 0.204
H -1.09457 -2.47063 -1.74903 0.187
H -2.91371 -0.85540 -2.57540 0.200
H -2.91619 -0.00324 -1.01934 0.274
H -1.73455 1.21705 -2.85416 0.224
H -0.59294 -0.11483 -3.14315 0.190
H -0.70801 1.13380 -0.29234 0.256
H 0.64908 0.39643 -1.17761 0.161
H -0.06986 2.68607 -2.76844 0.243
H -0.07192 3.20984 -1.00336 0.259
H 2.29575 3.37377 -2.20034 0.252
H 2.23810 1.57851 -2.25732 0.250
H 1.20119 2.32092 0.74640 0.252
H 3.46645 -0.91822 1.57875 0.404
H 3.01411 0.49542 2.28831 0.404
H 4.87398 -0.01465 -0.36739 0.512
C -2.65929 2.94108 0.00211 0.934
O -1.90526 3.76235 0.61016 -0.854
O -3.04863 3.39748 -1.25033 -0.755
O -3.07143 1.82158 0.35147 -0.772
H -2.56954 4.24414 -1.18406 0.478



46
Properties=species:S:1:pos:R:3:nbo_charge:R:1 method="wB97M-V/def2-TZVPD" gap_ha=0.280 relative_energy_ev=0.000 charge=+2
I -5.60374 -2.31263 -0.37780 0.002
I -5.03377 -3.86257 1.78223 0.029
La -0.46288 -0.47211 0.39790 1.824
P -0.27706 -3.09826 -1.03587 0.669
C -1.31390 -4.50926 -1.59234 -0.908
C 0.43154 -2.51701 -2.63290 -0.931
H 0.94994 -3.35072 -3.14773 0.264
H 1.64757 -4.68398 -1.08517 0.262
H 1.13656 -1.67798 -2.51156 0.233
H 1.87141 -3.35163 0.11599 0.247
H -2.19611 -4.11953 -2.11214 0.255
H -0.36755 -2.14035 -3.28542 0.257
C 1.15036 -4.04671 -0.33403 -0.911
H -0.78789 -5.23348 -2.24189 0.265
H 0.74455 -4.68131 0.46385 0.255
H -1.66371 -5.03252 -0.69460 0.257
P -2.25726 0.97632 2.30362 0.664
C -3.96120 0.87097 2.98040 -0.908
C -1.32041 1.08899 3.89796 -0.913
H -1.23645 3.00057 1.29975 0.237
H -2.45610 3.41564 2.56004 0.264
H -2.94533 2.86637 0.91774 0.258
C -2.21375 2.72271 1.72532 -0.926
H -0.24133 1.02068 3.70496 0.245
H -1.54902 2.00997 4.46000 0.264
H -4.23212 1.68882 3.67260 0.266
H -4.03929 -0.08459 3.51357 0.255
H -1.61142 0.21734 4.49816 0.255
H -4.67196 0.84171 2.14796 0.256
Cl 1.94207 -0.07427 1.34323 -0.643
C 2.80558 0.62837 -3.27140 -0.416
N 2.85410 1.50294 -2.11616 -0.322
C 4.00691 2.00359 -1.55614 -0.043
C 3.66142 2.80357 -0.52096 -0.026
N 2.28847 2.79924 -0.46240 -0.326
C 1.52530 3.56886 0.49671 -0.416
C 1.77253 1.92968 -1.39399 0.264
Se -0.02441 1.47482 -1.65833 -0.285
H 2.99205 -0.41381 -2.96041 0.219
H 3.60362 0.91935 -3.96941 0.248
H 1.82450 0.75776 -3.74879 0.242
H 4.96987 1.80718 -1.95408 0.255
H 4.27237 3.40105 0.12979 0.259
H 2.12825 4.41662 0.85238 0.248
H 0.62495 3.96048 0.01986 0.235
H 1.26276 2.96913 1.37948 0.219



Table of E (eV), in record order: -115252.6322; -52380.5344; -64074.2838; -59942.2646; -60015.0429; -217053.6498; -35067.4021; -128306.1319